(1)
C2H2O3Pm | the ωB97M-V functional and the def2-TZVPD basis

Geometry (Å):
H: -0.8546 0.3463 1.4409
O: -1.1912 -1.3285 0.1071
O: 0.0541 -1.5612 -0.5837
C: -0.6864 0.0072 0.4137
C: 0.5501 -0.3399 -0.3523
Pm: 3.2451 -0.0600 0.0528
O: -0.7627 1.0671 -0.7108
H: -0.3545 1.8691 -0.3677

Forces on atoms 1 to 3 (eV/Å):
-0.26 0.09 -0.49
-0.14 1.91 0.10
0.41 1.37 -1.06

The relative energy (zero: lowest compared OMol25 entry of this formula, charge and spin) comes out at 43.1 kcal/mol. As for the total charge: +2. For the calculated total energy, the calculation gives -24777.410 eV. Its multiplicity is 6. The value obtained for the HOMO energy (alpha / beta) is -0.6621 / -0.7032 Eh. As for the expectation value of S²: 8.76. The calculation puts the frontier orbital gap (alpha / beta) at 0.2932 / 0.3406 Eh.


(2)
C26H19F3GaN8O8S | the ωB97M-V functional and the def2-TZVPD basis

Geometry (Å):
Ga: 0.1283 0.4713 -0.2832
C: -1.7786 1.5425 -4.1597
C: -1.7120 1.5577 -2.6633
O: -0.6684 1.2362 -2.0725
N: -2.7976 1.9607 -1.9986
C: -2.8328 2.0344 -0.5428
C: -2.9484 0.6642 0.0725
C: -4.1669 0.2184 0.5503
C: -4.2864 -1.0799 1.0232
C: -3.1753 -1.9006 0.9929
C: -1.9819 -1.3816 0.5316
N: -1.8593 -0.1247 0.0869
H: -0.9170 1.0097 -4.5488
H: -1.7677 2.5660 -4.5372
H: -2.6943 1.0631 -4.5050
H: -3.6366 2.1579 -2.5194
H: -3.6932 2.6363 -0.2611
H: -1.9412 2.5514 -0.1946
H: -5.0171 0.8868 0.5436
H: -5.2335 -1.4407 1.4014
H: -3.2138 -2.9248 1.3341
H: -1.0776 -1.9738 0.5325
F: 2.6266 -2.1184 3.3967
C: 1.5041 -2.5137 4.0029
F: 1.1222 -3.6721 3.4301
F: 1.8237 -2.7903 5.2765
C: 0.3859 -1.4968 3.9431
C: -0.4870 -1.4596 5.0180
C: -1.5504 -0.5723 5.0189
C: -1.6837 0.2594 3.9269
N: -0.8707 0.2227 2.8701
C: 0.1441 -0.6458 2.8515
S: 1.1452 -0.7291 1.4014
H: -0.3212 -2.1186 5.8591
H: -2.2390 -0.5166 5.8489
H: -2.4768 0.9984 3.8869
N: 0.3674 4.5938 4.5596
C: 0.5260 4.3551 3.4483
C: 0.6918 4.0363 2.0571
C: 1.2238 4.9464 1.1500
C: 1.3368 4.5669 -0.1756
C: 0.9242 3.3052 -0.5526
N: 0.4063 2.4330 0.3267
C: 0.3013 2.7839 1.6097
H: 1.5449 5.9239 1.4832
H: 1.7595 5.2332 -0.9129
H: 1.0239 2.9554 -1.5688
H: -0.1084 2.0401 2.2822
O: 5.4591 -4.3013 -1.7644
N: 5.7781 -3.1768 -1.4444
O: 6.8967 -2.8091 -1.1620
C: 4.7093 -2.1669 -1.3930
C: 3.4244 -2.5402 -1.7015
C: 2.4284 -1.5811 -1.6304
C: 2.6686 -0.2315 -1.2724
O: 1.7544 0.6782 -1.2910
C: 4.0182 0.0646 -0.9653
C: 5.0253 -0.8652 -1.0357
N: 4.3856 1.4226 -0.5339
O: 5.4818 1.8225 -0.8579
O: 3.5744 2.0549 0.1146
N: 1.0880 -2.0065 -1.9825
O: 0.1067 -1.3814 -1.5365
O: 0.9494 -2.9672 -2.6877
H: 3.2009 -3.5575 -1.9881
H: 6.0450 -0.5913 -0.8043

Forces on atoms 1 to 3 (eV/Å):
0.04 -0.04 -0.12
-0.01 -0.01 0.00
0.01 0.00 -0.01

As for the total charge: +1. For the calculated total energy, the calculation gives -126924.863 eV. Its multiplicity is 1. The value obtained for the HOMO energy is -0.4169 Eh. The calculation puts the frontier orbital gap at 0.2812 Eh.


(3)
C5H8 | the ωB97M-V functional and the def2-TZVPD basis

Geometry (Å):
C: 0.7300 -2.2387 0.8188
C: 0.2553 -1.0079 0.5636
C: 0.1774 -0.2966 -0.7469
C: -0.1391 0.9038 -1.0308
C: -0.6079 1.9341 -0.0041
H: 1.1458 -2.9842 0.1987
H: 0.7537 -2.4281 1.8772
H: -0.2594 -0.5846 1.4634
H: 0.2208 -1.0304 -1.6140
H: -0.1147 1.2067 -2.1044
H: 0.1016 1.6079 0.9820
H: -0.4275 3.0535 -0.5624
H: -1.8360 1.8645 0.1591

Forces on atoms 1 to 3 (eV/Å):
-0.42 1.70 0.92
-0.84 0.08 0.26
0.52 -5.91 -0.11

Its SMILES is C=C/C=C\C. The relative energy (zero: lowest compared OMol25 entry of this formula, charge and spin) comes out at 57.4 kcal/mol. As for the total charge: 0. For the calculated total energy, the calculation gives -5311.679 eV. Its multiplicity is 1. The value obtained for the HOMO energy is -0.3287 Eh. The calculation puts the frontier orbital gap at 0.3686 Eh.


(4)
C5H7N2O6 | the ωB97M-V functional and the def2-TZVPD basis

Geometry (Å):
C: 0.6198 1.8293 0.3696
C: 0.8201 -1.2629 0.1280
C: 1.6562 2.4750 -0.5234
C: 1.3227 -2.7979 0.0021
C: -1.3183 0.6369 0.1896
N: -2.2724 0.2356 -0.6252
N: -3.3630 -0.3123 -0.0918
O: -3.5331 -0.4971 1.0886
O: 0.6960 1.7093 1.5549
O: 1.6271 -0.4061 -0.1628
O: -4.2513 -0.5607 -0.8780
O: -0.3845 1.4339 -0.4031
O: -0.3460 -1.0706 0.4665
H: 1.2026 3.0448 -1.3816
H: 2.3159 3.1706 0.0371
H: 2.1969 1.5373 -0.7657
H: 1.2092 -3.2831 -0.9640
H: 0.8589 -3.5957 0.5997
H: 2.3708 -2.9229 0.1355
H: -1.4277 0.6366 1.2238

Forces on atoms 1 to 3 (eV/Å):
1.76 1.57 0.17
1.47 -2.82 -0.65
0.16 0.43 0.21

The relative energy (zero: lowest compared OMol25 entry of this formula, charge and spin) comes out at 31.4 kcal/mol. As for the total charge: -1. For the calculated total energy, the calculation gives -20561.705 eV. Its multiplicity is 1. The value obtained for the HOMO energy is -0.2133 Eh. The calculation puts the frontier orbital gap at 0.3458 Eh.


(5)
C3H9OPSi | the ωB97M-V functional and the def2-TZVPD basis

Geometry (Å):
C: 0.2673 -1.4999 0.9807
C: -0.4681 1.4170 1.3443
C: 1.0274 0.5520 -1.2181
O: -1.8575 -1.5962 -3.0833
Si: -0.2479 0.0498 0.0491
P: -2.6020 -0.5152 -2.4126
H: 1.1841 -1.1761 1.4628
H: -0.4849 -1.8576 1.6990
H: 0.3695 -2.3280 0.2822
H: -0.1379 1.0869 2.3257
H: 0.3251 2.1190 1.2943
H: -1.4192 1.8114 1.4486
H: 0.9356 0.3306 -2.2769
H: 1.2384 1.6029 -1.1548
H: 1.8701 0.0035 -0.7408

Forces on atoms 1 to 3 (eV/Å):
-1.02 -0.02 -0.58
1.92 -1.72 0.32
0.61 -0.61 0.76

The relative energy (zero: lowest compared OMol25 entry of this formula, charge and spin) comes out at 20.5 kcal/mol. As for the total charge: 0. For the calculated total energy, the calculation gives -22468.533 eV. Its multiplicity is 1. The value obtained for the HOMO energy (alpha / beta) is -0.2482 / -0.2618 Eh. The calculation puts the frontier orbital gap (alpha / beta) at 0.2251 / 0.2325 Eh.


Please write out number 2 again, unchanged.
C26H19F3GaN8O8S | the ωB97M-V functional and the def2-TZVPD basis

Geometry (Å):
Ga: 0.1283 0.4713 -0.2832
C: -1.7786 1.5425 -4.1597
C: -1.7120 1.5577 -2.6633
O: -0.6684 1.2362 -2.0725
N: -2.7976 1.9607 -1.9986
C: -2.8328 2.0344 -0.5428
C: -2.9484 0.6642 0.0725
C: -4.1669 0.2184 0.5503
C: -4.2864 -1.0799 1.0232
C: -3.1753 -1.9006 0.9929
C: -1.9819 -1.3816 0.5316
N: -1.8593 -0.1247 0.0869
H: -0.9170 1.0097 -4.5488
H: -1.7677 2.5660 -4.5372
H: -2.6943 1.0631 -4.5050
H: -3.6366 2.1579 -2.5194
H: -3.6932 2.6363 -0.2611
H: -1.9412 2.5514 -0.1946
H: -5.0171 0.8868 0.5436
H: -5.2335 -1.4407 1.4014
H: -3.2138 -2.9248 1.3341
H: -1.0776 -1.9738 0.5325
F: 2.6266 -2.1184 3.3967
C: 1.5041 -2.5137 4.0029
F: 1.1222 -3.6721 3.4301
F: 1.8237 -2.7903 5.2765
C: 0.3859 -1.4968 3.9431
C: -0.4870 -1.4596 5.0180
C: -1.5504 -0.5723 5.0189
C: -1.6837 0.2594 3.9269
N: -0.8707 0.2227 2.8701
C: 0.1441 -0.6458 2.8515
S: 1.1452 -0.7291 1.4014
H: -0.3212 -2.1186 5.8591
H: -2.2390 -0.5166 5.8489
H: -2.4768 0.9984 3.8869
N: 0.3674 4.5938 4.5596
C: 0.5260 4.3551 3.4483
C: 0.6918 4.0363 2.0571
C: 1.2238 4.9464 1.1500
C: 1.3368 4.5669 -0.1756
C: 0.9242 3.3052 -0.5526
N: 0.4063 2.4330 0.3267
C: 0.3013 2.7839 1.6097
H: 1.5449 5.9239 1.4832
H: 1.7595 5.2332 -0.9129
H: 1.0239 2.9554 -1.5688
H: -0.1084 2.0401 2.2822
O: 5.4591 -4.3013 -1.7644
N: 5.7781 -3.1768 -1.4444
O: 6.8967 -2.8091 -1.1620
C: 4.7093 -2.1669 -1.3930
C: 3.4244 -2.5402 -1.7015
C: 2.4284 -1.5811 -1.6304
C: 2.6686 -0.2315 -1.2724
O: 1.7544 0.6782 -1.2910
C: 4.0182 0.0646 -0.9653
C: 5.0253 -0.8652 -1.0357
N: 4.3856 1.4226 -0.5339
O: 5.4818 1.8225 -0.8579
O: 3.5744 2.0549 0.1146
N: 1.0880 -2.0065 -1.9825
O: 0.1067 -1.3814 -1.5365
O: 0.9494 -2.9672 -2.6877
H: 3.2009 -3.5575 -1.9881
H: 6.0450 -0.5913 -0.8043

Forces on atoms 1 to 3 (eV/Å):
0.04 -0.04 -0.12
-0.01 -0.01 0.00
0.01 0.00 -0.01

As for the total charge: +1. For the calculated total energy, the calculation gives -126924.863 eV. Its multiplicity is 1. The value obtained for the HOMO energy is -0.4169 Eh. The calculation puts the frontier orbital gap at 0.2812 Eh.